Arrangement 1

The following is a DFT calculation (wB97M-V/def2-TZVPD) of a cluster of 2 separate species, C2H5N6 in total.

Results
Total charge = +1
Lowest unoccupied orbital energy (alpha / beta) = -6.545 / -6.544 eV

The geometry in XYZ format:
```
13
Properties=species:S:1:pos:R:3:lowdin_charge:R:1
C -1.218 1.478 -0.109 -0.143
C 2.255 -0.831 -0.094 0.366
N -2.282 0.882 -0.337 0.068
N -2.696 -0.256 0.213 0.054
N -2.021 -1.232 0.265 0.056
N -0.720 -1.316 -0.158 0.076
N 0.116 -0.501 0.142 -0.017
N -0.101 0.839 0.373 0.077
H -1.035 2.524 -0.328 0.145
H 2.203 -0.184 -0.864 0.031
H 2.473 -0.932 0.933 0.072
H 2.253 -1.830 -0.450 0.066
H 0.774 1.359 0.412 0.148
```

***

Arrangement 2

The following is a DFT calculation (wB97M-V/def2-TZVPD) of the ion C2H5N6 with charge +1.

Results
Total charge = +1
Lowest unoccupied orbital energy (alpha / beta) = -6.164 / -6.329 eV
SMILES = [NH+]#C/N=N\C(N)=N\N

The geometry in XYZ format:
```
13
Properties=species:S:1:pos:R:3:lowdin_charge:R:1
N -3.359 -0.993 -0.099 0.289
C -2.416 -0.273 -0.065 -0.156
N -1.817 0.816 0.012 0.119
N -0.719 1.428 -0.017 0.143
C 0.418 0.745 -0.020 -0.400
N 1.535 1.527 -0.122 0.199
N 0.453 -0.582 0.122 0.069
N 1.549 -1.238 0.197 0.138
H -3.363 -1.958 -0.279 0.101
H 1.294 2.403 -0.267 0.047
H 2.517 1.151 0.010 0.150
H 1.505 -2.302 0.234 0.190
H 2.404 -0.725 0.292 0.110
```

***

Most stable = arrangement 2

***

Arrangement 1

The following is a DFT calculation (wB97M-V/def2-TZVPD) of a cluster of 9 separate species, C4H28N2O9 in total.

Results
Lowest unoccupied orbital energy = 0.255 eV
SMILES = NCCNCCO.O.O.O.O.O.O.O.O

The geometry in XYZ format:
```
43
Properties=species:S:1:pos:R:3:lowdin_charge:R:1
N 1.726 1.462 -1.660 -0.015
C 0.399 1.981 -1.235 -0.234
C -0.524 0.932 -0.523 -0.208
N 0.034 0.155 0.621 -0.094
C -0.792 -0.938 1.034 -0.181
C -1.240 -0.808 2.573 -0.231
O -2.650 -0.899 2.481 -0.102
H 1.903 0.549 -1.296 0.012
H 1.967 1.392 -2.662 0.073
H -0.212 2.177 -2.205 0.147
H 0.577 2.716 -0.445 0.068
H -1.401 1.561 -0.274 0.078
H -0.719 0.036 -1.305 0.123
H 0.350 0.729 1.405 0.068
H -1.673 -1.107 0.341 0.120
H -0.044 -1.830 0.994 0.109
H -0.790 -1.663 3.225 0.130
H -0.789 -0.008 3.134 0.093
H -3.025 -0.241 3.154 0.126
O 2.320 -2.411 -0.525 -0.106
H 2.910 -1.679 -0.268 0.028
H 1.678 -2.066 0.194 0.067
O -3.649 1.637 -0.214 -0.120
H -3.229 1.033 -0.858 0.001
H -3.825 0.772 0.353 0.099
O 3.106 -0.633 1.189 -0.012
H 3.702 0.021 1.492 0.043
H 2.314 -0.160 1.095 -0.027
O -0.307 2.810 1.833 0.065
H 0.000 3.635 1.780 0.015
H -1.121 2.687 1.547 -0.006
O 2.249 2.147 1.898 -0.021
H 1.354 2.434 2.225 0.033
H 2.136 2.279 1.022 -0.050
O 1.113 -1.236 -2.862 -0.075
H 1.750 -1.847 -2.401 0.042
H 0.284 -1.580 -2.641 -0.054
O -2.437 -1.060 -2.040 0.055
H -2.902 -1.673 -2.583 0.060
H -1.623 -1.158 -2.208 -0.122
O 0.136 -3.145 -1.684 -0.046
H -0.023 -3.720 -2.423 0.063
H 0.966 -3.285 -1.277 -0.013
```

***

Arrangement 2

The following is a DFT calculation (wB97M-V/def2-TZVPD) of a cluster of 9 separate species, C4H28N2O9 in total.

Results
Lowest unoccupied orbital energy = 0.176 eV
SMILES = C[C@@H](N)CNCO.O.O.O.O.O.O.O.O

The geometry in XYZ format:
```
43
Properties=species:S:1:pos:R:3:lowdin_charge:R:1
C 1.319 1.570 1.306 -0.055
C -0.010 0.770 1.425 -0.416
N -1.058 1.695 1.988 0.051
C -0.518 0.039 0.248 -0.173
N 0.495 -0.591 -0.721 0.034
C 0.072 -0.917 -2.097 -0.316
O -0.649 -2.049 -2.134 -0.113
H 1.353 2.353 2.054 0.079
H 2.121 0.780 1.212 0.092
H 1.451 2.073 0.360 0.033
H -0.023 -0.102 2.137 0.129
H -1.269 1.575 2.974 0.086
H -0.822 2.613 1.883 0.008
H -0.922 0.914 -0.356 0.094
H -1.429 -0.573 0.478 0.109
H 1.169 -1.155 -0.461 0.008
H -0.764 -0.150 -2.403 0.133
H 0.886 -1.134 -2.767 0.095
H -0.968 -2.488 -1.267 0.094
O 2.480 -3.282 -2.295 -0.104
H 3.198 -2.584 -2.229 0.067
H 1.902 -2.913 -3.024 0.044
O 0.576 3.897 -0.065 -0.099
H 0.121 4.026 -0.944 0.047
H 1.525 3.911 -0.325 0.070
O -0.622 2.871 -2.627 -0.058
H -0.324 2.336 -1.874 0.007
H -1.396 3.348 -2.351 0.011
O 2.243 -2.551 1.456 -0.032
H 2.692 -3.406 1.372 0.069
H 1.351 -2.791 1.598 0.006
O 1.942 -1.030 3.928 -0.083
H 2.282 -1.247 3.031 0.005
H 1.589 -0.155 3.698 0.013
O -3.182 -0.982 -1.149 -0.106
H -2.964 -1.788 -1.689 0.050
H -2.800 -0.217 -1.699 0.069
O -1.035 -3.429 0.541 0.067
H -1.758 -3.293 0.959 -0.050
H -0.992 -4.131 -0.085 0.061
O -2.538 2.971 -0.429 -0.104
H -3.021 2.362 0.096 0.002
H -1.706 2.857 0.248 0.077
```

***

Most stable = arrangement 2

***

Arrangement 1

The following is a DFT calculation (wB97M-V/def2-TZVPD) of an isolated molecule of C6H8O3.

Results
Lowest unoccupied orbital energy = 0.964 eV
SMILES = COC1[C@H]2OC=CO[C@H]12

The geometry in XYZ format:
```
17
Properties=species:S:1:pos:R:3:lowdin_charge:R:1
C 2.812 0.361 -0.183 -0.072
O 1.829 -0.623 -0.569 -0.114
C 0.794 -0.794 0.401 -0.165
C -0.579 -0.941 -0.196 -0.242
O -1.820 -1.468 0.031 -0.003
C -2.627 -0.341 -0.255 -0.086
C -2.217 0.939 -0.253 -0.062
O -0.884 1.354 0.083 -0.057
C -0.235 0.219 0.679 -0.185
H 3.228 0.155 0.834 0.100
H 2.467 1.378 -0.200 0.081
H 3.663 0.327 -0.834 0.076
H 0.996 -1.343 1.272 0.143
H -0.436 -0.543 -1.239 0.189
H -3.579 -0.616 -0.642 0.112
H -2.815 1.789 -0.608 0.129
H -0.598 0.145 1.677 0.157
```

***

Arrangement 2

The following is a DFT calculation (wB97M-V/def2-TZVPD) of a structure of composition C6H8O3.

Results
Lowest unoccupied orbital energy = 0.835 eV

The geometry in XYZ format:
```
17
Properties=species:S:1:pos:R:3:lowdin_charge:R:1
C 0.296 2.528 1.139 -0.190
C -0.634 0.473 0.512 -0.240
C 0.175 -0.899 0.849 -0.100
C -1.137 -0.382 -0.484 -0.334
C 0.148 -0.526 -1.295 -0.216
C 1.163 -0.775 -0.283 -0.179
H 0.716 2.173 2.331 0.154
H -0.599 3.338 1.545 0.129
H 1.057 3.212 0.711 0.070
H -1.396 0.780 1.160 0.146
H 0.278 -1.135 1.978 0.188
H -2.189 -0.067 -0.916 0.213
H 0.262 0.407 -2.117 0.216
H 2.110 -0.374 -0.095 0.149
O 0.032 1.666 0.115 -0.140
O -0.972 -1.380 0.286 0.032
O 0.901 -1.642 -1.304 0.101
```

***

Most stable = arrangement 1

***

Arrangement 1

The following is a DFT calculation (wB97M-V/def2-TZVPD) of a cluster of 2 separate species, C2H6NOS in total.

Results
Total charge = -1
Lowest unoccupied orbital energy = 4.195 eV

The geometry in XYZ format:
```
11
Properties=species:S:1:pos:R:3:lowdin_charge:R:1
C 0.261 -2.294 -1.515 -0.686
S -0.102 -0.471 -1.663 0.027
H 0.640 -2.664 -2.466 -0.029
H 0.967 -2.424 -0.693 -0.028
H -0.683 -2.801 -1.316 -0.028
C 0.026 1.523 1.418 -0.457
N 0.580 0.285 1.553 0.072
O -0.680 2.056 2.253 -0.040
H 0.341 2.071 0.518 0.112
H 0.593 -0.241 0.666 -0.029
H 0.128 -0.247 2.287 0.085
```

***

Arrangement 2

The following is a DFT calculation (wB97M-V/def2-TZVPD) of a cluster of 2 separate species, C2H6NOS in total.

Results
Total charge = -1
Lowest unoccupied orbital energy = 4.045 eV

The geometry in XYZ format:
```
11
Properties=species:S:1:pos:R:3:lowdin_charge:R:1
C 0.721 1.659 1.674 -0.618
S 1.849 0.704 0.460 0.043
H -0.324 1.223 1.640 0.004
H 1.254 1.605 2.620 -0.031
H 0.483 2.600 1.393 -0.076
C -1.117 -1.666 -1.251 -0.470
N -0.090 -0.836 -1.394 0.076
O -2.005 -2.034 -2.061 -0.108
H -1.142 -2.195 -0.153 0.151
H 0.332 -0.574 -0.536 -0.116
H 0.039 -0.486 -2.392 0.144
```

***

Most stable = arrangement 1